Run a
Below is the molecule C5H10O, with properties calculated with the ωB97M-V functional and the def2-TZVPD basis.

The geometry in ORCA input format:
```
! wB97M-V def2-TZVPD RIJCOSX def2/J DEFGRID3
* xyz 0 1
C 0.513 0.246 1.754
C -0.668 -0.021 0.855
C -1.093 0.971 -0.214
C -0.459 -0.334 -0.593
C 0.972 -0.347 -1.206
O -1.202 -1.349 -1.208
H 0.242 0.927 2.566
H 0.888 -0.684 2.195
H 1.335 0.703 1.193
H -1.498 -0.542 1.339
H -2.157 1.145 -0.366
H -0.464 1.843 -0.371
H 1.017 -0.552 -2.301
H 1.633 -1.101 -0.750
H 1.411 0.638 -1.096
H -0.471 -1.543 -1.797
*
```

Results
HOMO-LUMO gap = 10.166 eV
Highest occupied orbital energy = -0.337 Ha
Structure (SMILES) = C[C@H]1C[C@]1(C)O
E_LUMO = 0.0368 Eh

---

Run b
Below is a structure of composition C5H10O, with properties calculated with the ωB97M-V functional and the def2-TZVPD basis.

The geometry in ORCA input format:
```
! wB97M-V def2-TZVPD RIJCOSX def2/J DEFGRID3
* xyz 0 1
C 1.991 -0.163 -0.129
C 0.651 -0.519 0.509
C -0.643 0.028 -0.130
C -1.881 -0.532 0.543
C -0.650 1.381 -0.541
O 0.045 1.544 -1.608
H 2.145 0.919 -0.194
H 2.810 -0.584 0.465
H 2.070 -0.568 -1.145
H 0.548 -1.612 0.521
H 0.667 -0.216 1.568
H -0.036 0.300 -1.509
H -1.829 -0.454 1.639
H -2.797 -0.033 0.208
H -1.988 -1.597 0.303
H -1.192 2.243 -0.135
*
```

Results
HOMO-LUMO gap = 8.621 eV
Highest occupied orbital energy = -0.300 Ha
E_LUMO = 0.0173 Eh

---

Energy relative to the most stable one, in eV: run a 0.000; run b 1.985

---

Run a
Below is a cluster of 2 separate species, C5H10O in total, with properties calculated with the ωB97M-V functional and the def2-TZVPD basis.

The geometry in ORCA input format:
```
! wB97M-V def2-TZVPD RIJCOSX def2/J DEFGRID3
* xyz 0 1
C -1.012 -0.155 -0.806
C 0.357 -0.892 -0.825
C 0.942 0.195 0.076
C 0.802 1.537 -0.565
C -0.405 0.934 0.077
H -1.774 -0.737 -0.280
H -1.409 0.177 -1.772
H 0.301 -1.874 -0.345
H 0.843 -1.008 -1.799
H 1.675 0.026 0.862
H 1.244 2.349 0.007
H 0.864 1.652 -1.646
H -0.940 1.468 0.859
O -0.790 -1.274 2.317
H -0.190 -1.939 1.962
H -0.510 -0.460 1.878
*
```

Results
HOMO-LUMO gap = 11.055 eV
Highest occupied orbital energy = -0.368 Ha
Structure (SMILES) = C1C[C@H]2C[C@@H]12.O
E_LUMO = 0.0378 Eh

---

Run b
Below is the molecule C5H10O, with properties calculated with the ωB97M-V functional and the def2-TZVPD basis.

The geometry in ORCA input format:
```
! wB97M-V def2-TZVPD RIJCOSX def2/J DEFGRID3
* xyz 0 1
C -0.682 -0.506 1.758
C -0.542 -1.190 -0.675
C -1.245 -0.341 0.337
C 1.436 0.061 -1.253
C 1.072 1.445 -0.854
O 0.642 -0.964 -1.175
H -0.664 -1.564 2.045
H 0.345 -0.129 1.820
H -1.290 0.036 2.492
H -0.805 -2.238 -0.774
H -2.296 -0.655 0.330
H -1.249 0.720 0.067
H 2.319 -0.160 -1.837
H 1.868 2.119 -1.185
H 0.138 1.781 -1.328
H 0.953 1.584 0.232
*
```

Results
HOMO-LUMO gap (alpha / beta) = 7.951 / 7.893 eV
Highest occupied orbital energy (alpha / beta) = -0.253 / -0.252 Ha
E_LUMO (alpha / beta) = 0.0393 / 0.0383 Eh

---

Energy relative to the most stable one, in eV: run a 0.000; run b 1.679

---

Run a
Below is the molecule H4N3P, with properties calculated with the ωB97M-V functional and the def2-TZVPD basis.

The geometry in ORCA input format:
```
! wB97M-V def2-TZVPD RIJCOSX def2/J DEFGRID3
* xyz 0 1
N 0.371 0.024 -0.557
N -1.510 0.690 0.591
N 1.252 0.739 0.042
P -1.066 -0.596 -0.115
H 1.427 1.739 -0.055
H 1.766 0.305 0.753
H -0.861 -1.707 0.666
H -1.379 -1.194 -1.324
*
```

Results
HOMO-LUMO gap (alpha / beta) = 8.095 / 8.698 eV
Highest occupied orbital energy (alpha / beta) = -0.315 / -0.334 Ha
E_LUMO (alpha / beta) = -0.0175 / -0.0146 Eh

---

Run b
Below is a cluster of 2 separate species, H4N3P in total, with properties calculated with the ωB97M-V functional and the def2-TZVPD basis.

The geometry in ORCA input format:
```
! wB97M-V def2-TZVPD RIJCOSX def2/J DEFGRID3
* xyz 0 1
N -0.080 -0.787 0.712
N 0.030 0.350 0.537
N -1.700 -1.218 -0.498
P 1.151 1.537 0.926
H -1.500 -0.567 -1.254
H -1.535 -2.177 -0.703
H 1.333 1.980 -0.517
H 2.300 0.883 0.798
*
```

Results
HOMO-LUMO gap (alpha / beta) = 8.208 / 9.053 eV
Highest occupied orbital energy (alpha / beta) = -0.293 / -0.325 Ha
E_LUMO (alpha / beta) = 0.0090 / 0.0081 Eh

---

Energy relative to the most stable one, in eV: run a 1.137; run b 0.000

---

Run a
Below is the molecule C4H9N3, with properties calculated with the ωB97M-V functional and the def2-TZVPD basis.

The geometry in ORCA input format:
```
! wB97M-V def2-TZVPD RIJCOSX def2/J DEFGRID3
* xyz 0 1
N 2.783 -0.368 1.878
N 1.124 -0.936 0.091
N 1.929 -0.615 1.015
C -0.757 0.175 1.226
C -0.999 -0.927 -1.067
C 0.461 1.173 -0.822
C -0.027 -0.140 -0.113
H -1.657 0.747 1.198
H -1.142 -0.826 1.515
H -0.138 0.688 1.921
H -0.566 -0.955 -2.053
H -0.906 -1.969 -0.850
H -1.938 -0.437 -1.097
H -0.291 1.855 -0.858
H 1.284 1.541 -0.245
H 0.841 0.994 -1.740
*
```

Results
HOMO-LUMO gap = 10.004 eV
Highest occupied orbital energy = -0.343 Ha
E_LUMO = 0.0247 Eh

---

Run b
Below is the molecule C4H9N3, with properties calculated with the ωB97M-V functional and the def2-TZVPD basis.

The geometry in ORCA input format:
```
! wB97M-V def2-TZVPD RIJCOSX def2/J DEFGRID3
* xyz 0 1
H 2.968 1.463 -0.520
N 1.773 1.348 -0.193
C 1.376 0.168 -0.006
N 2.034 -1.047 0.017
C -0.116 0.077 0.678
C -1.132 1.118 0.156
C -1.911 -0.044 -0.432
N -0.875 -1.001 -0.115
H 1.332 -1.745 -0.177
H 2.805 -1.150 -0.535
H -0.169 -0.061 1.801
H -0.590 1.775 -0.485
H -1.734 1.236 0.881
H -2.068 -0.218 -1.444
H -2.740 -0.168 -0.170
H -0.951 -1.751 0.543
*
```

Results
HOMO-LUMO gap = 9.924 eV
Highest occupied orbital energy = -0.327 Ha
Structure (SMILES) = [H]/N=C(\N)[C@H]1CCN1
E_LUMO = 0.0379 Eh

---

Energy relative to the most stable one, in eV: run a 0.000; run b 1.745

---

Run a
Below is a cluster of 2 separate species, C4H11FN3 in total, with properties calculated with the ωB97M-V functional and the def2-TZVPD basis.

The geometry in ORCA input format:
```
! wB97M-V def2-TZVPD RIJCOSX def2/J DEFGRID3
* xyz 1 1
C 1.651 1.772 -0.423
C -2.294 -0.315 -0.550
C 1.065 -1.556 0.650
C -1.274 -0.810 0.429
N 0.168 -0.823 -1.392
N 0.093 -1.122 -0.196
N 1.095 2.614 0.403
F -0.970 0.171 1.444
H 2.227 2.129 -1.350
H -2.730 -1.150 -1.285
H -1.714 0.486 -1.236
H -3.066 0.113 0.145
H 1.168 -0.980 1.614
H 0.960 -2.660 0.750
H 1.958 -1.339 0.192
H -1.445 -1.682 1.098
H 1.199 -0.870 -1.746
H 1.303 3.689 0.265
H 0.605 2.333 1.188
*
```

Results
HOMO-LUMO gap (alpha / beta) = 6.459 / 6.461 eV
Highest occupied orbital energy (alpha / beta) = -0.441 / -0.441 Ha
E_LUMO (alpha / beta) = -0.2032 / -0.2032 Eh

---

Run b
Below is the ion C4H11FN3 with charge +1, with properties calculated with the ωB97M-V functional and the def2-TZVPD basis.

The geometry in ORCA input format:
```
! wB97M-V def2-TZVPD RIJCOSX def2/J DEFGRID3
* xyz 1 1
C 1.602 -1.434 -0.598
C 0.681 -0.825 0.455
N 1.205 0.328 1.000
C -0.996 -0.344 -0.011
N -1.550 0.294 1.192
F -1.629 -1.466 -0.455
C -0.846 0.638 -1.076
N -0.685 1.885 -0.787
H 2.548 -2.055 -0.267
H 1.160 -2.053 -1.385
H 2.186 -0.604 -1.094
H 0.543 -1.565 1.233
H 0.674 0.800 1.748
H 1.491 1.147 0.321
H -1.467 -0.351 1.990
H -2.557 0.479 0.997
H -0.834 0.299 -2.089
H -0.537 2.722 -1.320
H -0.988 2.107 0.144
*
```

Results
HOMO-LUMO gap (alpha / beta) = 8.306 / 8.307 eV
Highest occupied orbital energy (alpha / beta) = -0.493 / -0.493 Ha
Structure (SMILES) = C[C@@H](N)[C@](N)(F)C=[NH2+]
E_LUMO (alpha / beta) = -0.1881 / -0.1881 Eh

---

Energy relative to the most stable one, in eV: run a 3.923; run b 0.000

---

Run a
Below is the ion C5H8N5O2S2 with charge +1, with properties calculated with the ωB97M-V functional and the def2-TZVPD basis.

The geometry in ORCA input format:
```
! wB97M-V def2-TZVPD RIJCOSX def2/J DEFGRID3
* xyz 1 1
C 1.325 0.453 -0.873
C 3.173 -0.769 0.000
C -1.221 -0.403 1.316
C 0.532 1.273 -1.798
C -1.859 0.970 1.758
N -2.183 -1.353 1.364
N -2.459 -2.054 0.402
N 2.658 0.270 -0.727
N -0.608 -0.423 -0.057
N 0.721 -0.422 -0.043
O 4.278 -1.176 0.209
O -2.363 -0.961 -1.857
S 1.689 -1.552 0.741
S -1.476 -1.685 -1.049
H -0.408 -0.660 2.018
H 0.172 0.642 -2.648
H 1.039 2.136 -2.058
H -0.473 1.477 -1.214
H -2.549 1.076 1.001
H -1.000 1.593 1.855
H -2.401 0.761 2.804
H 3.415 0.810 -1.144
*
```

Results
HOMO-LUMO gap = 8.460 eV
Highest occupied orbital energy = -0.486 Ha
E_LUMO = -0.1749 Eh

---

Run b
Below is the ion C5H8N5O2S2 with charge +1, with properties calculated with the ωB97M-V functional and the def2-TZVPD basis.

The geometry in ORCA input format:
```
! wB97M-V def2-TZVPD RIJCOSX def2/J DEFGRID3
* xyz 1 1
C -0.545 -1.569 1.095
C 0.094 -1.670 -0.240
N 0.820 -0.631 -0.609
N 1.359 0.310 -0.003
S 2.383 0.308 1.708
O 1.306 0.656 2.570
N 2.899 1.915 1.090
N 2.448 2.323 0.011
C 1.474 1.625 -0.640
C 0.201 2.486 -0.393
N -0.038 -2.809 -0.937
C 0.452 -3.408 -2.238
O 0.004 -4.450 -2.474
S 1.646 -2.414 -2.837
H -0.746 -0.450 1.340
H 0.123 -1.888 1.882
H -1.532 -2.069 1.199
H 1.810 1.707 -1.727
H 0.325 3.478 -0.945
H 0.023 2.691 0.612
H -0.566 2.008 -0.820
H -0.675 -3.492 -0.521
*
```

Results
HOMO-LUMO gap (alpha / beta) = 7.637 / 6.661 eV
Highest occupied orbital energy (alpha / beta) = -0.497 / -0.490 Ha
Structure (SMILES) = C/C(=N\[N+]1=S(=O)=[N+]=N[C@@H]1C)NC([O-])=S
E_LUMO (alpha / beta) = -0.2163 / -0.2448 Eh

---

Energy relative to the most stable one, in eV: run a 0.000; run b 2.244